Record 1
{"formula": "C4H5F3", "method": "ωB97M-V/def2-TZVPD", "total_charge": 0, "largest_force_ev_per_a": 3.689, "relative_energy_kj_mol": 119.8, "homo_lumo_gap_ha": 0.4008, "e_tot_ha": -454.934134, "smiles": "C[C@@]1(F)[C@H](F)[C@@H]1F", "e_homo_ev": -10.012, "symbols": ["C", "C", "F", "C", "F", "C", "F", "H", "H", "H", "H", "H"], "xyz": [[1.556, -0.048, -0.011], [0.136, -0.098, 0.492], [-0.005, -0.357, 1.763], [-0.889, 0.802, -0.176], [-1.867, 1.151, 0.691], [-1.005, -0.698, -0.430], [-1.971, -1.260, 0.346], [2.133, -0.966, 0.138], [1.404, 0.174, -1.029], [1.958, 0.843, 0.544], [-0.609, 1.533, -0.931], [-0.840, -1.077, -1.396]], "forces_ev_per_a": [[-0.8, 0.9, 2.0], [-0.3, -0.8, -3.6], [-0.3, -0.2, 2.1], [0.0, -1.2, 0.9], [-0.4, 1.2, 0.0], [1.2, 1.6, 2.3], [-0.2, -0.4, -0.8], [-0.2, 0.3, 0.0], [0.6, 0.3, -1.5], [0.4, -0.9, -0.8], [-0.2, -0.1, 0.2], [0.1, -0.9, -0.9]]}

Record 2
{"formula": "C9H19N2", "method": "ωB97M-V/def2-TZVPD", "total_charge": 1, "largest_force_ev_per_a": 4.948, "relative_energy_kj_mol": 438.8, "homo_lumo_gap_ha": 0.3362, "e_tot_ha": -463.456724, "smiles": "[H]/N=[N+](/C)[C@H](CC)C1(C)CCC1", "e_homo_ev": -14.313, "symbols": ["H", "N", "N", "C", "C", "C", "C", "C", "C", "C", "C", "C", "H", "H", "H", "H", "H", "H", "H", "H", "H", "H", "H", "H", "H", "H", "H", "H", "H", "H"], "xyz": [[-2.036, -1.586, 1.577], [-2.050, -1.670, 0.598], [-1.474, -0.816, -0.050], [-1.785, -0.768, -1.478], [-0.476, 0.092, 0.512], [-0.622, 1.575, 0.008], [-1.970, 2.165, 0.354], [0.914, -0.567, 0.192], [0.845, -2.084, 0.683], [1.557, -0.269, -1.063], [2.568, 0.655, -0.412], [2.007, 0.234, 0.998], [-0.741, -0.788, -1.972], [-2.202, 0.232, -1.611], [-2.306, -1.549, -1.940], [-0.543, 0.108, 1.649], [0.233, 2.085, 0.271], [-0.487, 1.444, -1.035], [-2.806, 1.827, -0.210], [-2.228, 1.705, 1.365], [-2.049, 3.192, 0.354], [0.427, -2.054, 1.674], [1.902, -2.453, 0.734], [0.346, -2.739, 0.033], [0.822, 0.226, -1.793], [1.919, -1.145, -1.624], [3.655, 0.520, -0.473], [2.280, 1.784, -0.547], [2.627, -0.408, 1.586], [1.673, 1.052, 1.618]], "forces_ev_per_a": [[1.1, 0.4, 2.0], [-1.6, -0.7, -2.1], [-1.3, -0.5, 0.7], [4.0, 1.8, -0.9], [1.2, 1.6, 1.0], [-1.8, -2.9, -0.9], [0.0, -2.9, 2.4], [-1.5, -1.9, 4.3], [2.5, 2.2, -0.2], [-0.3, 0.5, -4.3], [0.0, 2.6, 1.3], [-0.4, 0.0, -1.3], [-1.7, 0.3, 0.5], [-0.2, -0.3, -0.4], [-1.2, -1.3, 0.4], [-0.4, -0.5, -1.4], [1.5, 1.4, 1.3], [-0.1, 0.4, -1.4], [-0.4, -0.5, -1.1], [0.2, 1.3, -0.7], [0.2, 2.3, 0.3], [-0.2, -0.4, 0.5], [-0.9, 0.3, 0.1], [-1.0, -0.9, -0.9], [1.5, -0.4, 0.7], [0.2, 0.3, 0.4], [-0.5, 0.0, -0.6], [0.9, -2.1, -0.1], [0.5, -0.4, 0.2], [-0.2, 0.2, 0.2]]}

Record 3
{"formula": "C2H3INO3", "method": "ωB97M-V/def2-TZVPD", "total_charge": 1, "largest_force_ev_per_a": 3.826, "relative_energy_kj_mol": 121.1, "homo_lumo_gap_ha": 0.2920, "e_tot_ha": -655.688816, "e_homo_ev": -13.919, "symbols": ["C", "C", "N", "O", "O", "O", "I", "H", "H", "H"], "xyz": [[0.672, -1.130, 0.045], [1.574, 0.035, 0.001], [-2.021, -1.196, -0.340], [0.041, -2.064, 0.196], [2.687, -0.264, 0.821], [-1.646, -0.030, -0.304], [4.571, -0.246, -0.065], [1.171, 0.835, 0.509], [1.751, 0.004, -1.102], [-3.127, -1.346, -0.520]], "forces_ev_per_a": [[-2.4, -2.5, 1.6], [2.5, -2.6, -0.9], [-1.6, 2.0, -0.4], [2.7, 1.9, -0.5], [0.9, -0.4, -1.0], [-1.3, -2.9, -0.2], [-1.2, -0.1, 0.4], [-1.9, 2.2, 0.1], [0.1, 1.2, 0.5], [2.0, 1.2, 0.4]]}

Record 4
{"formula": "C9H18F3I2O3P2Tb", "method": "ωB97M-V/def2-TZVPD", "spin_multiplicity": 7, "total_charge": 2, "largest_force_ev_per_a": 11.100, "homo_lumo_gap_ha": [0.1657, 0.1745], "e_tot_ha": -2980.900472, "e_homo_ev": [-13.910, -13.910], "symbols": ["I", "I", "Tb", "P", "C", "C", "H", "H", "H", "H", "H", "H", "C", "H", "H", "H", "P", "C", "C", "H", "H", "H", "C", "H", "H", "H", "H", "H", "H", "C", "O", "F", "C", "F", "F", "C", "O", "O"], "xyz": [[0.003, -1.197, -6.788], [0.003, 1.487, -6.888], [0.001, 0.132, -0.295], [-2.376, 0.143, -0.278], [-3.266, 0.077, -1.837], [-2.998, -1.248, 0.699], [-4.082, -1.158, 0.811], [-4.077, 1.538, 0.696], [-2.514, -1.248, 1.683], [-2.509, 1.698, 1.556], [-2.999, -0.835, -2.385], [-2.755, -2.193, 0.197], [-2.993, 1.616, 0.575], [-4.341, 0.086, -1.643], [-2.750, 2.513, -0.008], [-2.997, 0.937, -2.461], [2.378, 0.129, -0.271], [3.273, 0.060, -1.827], [3.001, 1.596, 0.587], [2.503, -1.265, 1.689], [4.073, -1.185, 0.820], [2.741, -2.211, 0.202], [2.989, -1.268, 0.705], [2.512, 1.681, 1.565], [4.084, 1.511, 0.713], [4.347, 0.066, -1.630], [3.009, 0.922, -2.452], [2.767, 2.496, 0.004], [3.004, -0.850, -2.377], [0.004, 0.047, -2.348], [0.005, 0.000, -3.415], [-0.011, -1.704, 4.759], [-0.007, -0.505, 4.130], [-1.120, 0.205, 4.475], [1.110, 0.199, 4.478], [-0.005, -0.748, 2.561], [-0.008, -1.863, 2.138], [-0.001, 0.342, 1.860]], "forces_ev_per_a": [[0.0, 0.4, 0.0], [0.0, -0.4, 0.1], [0.0, 0.0, 11.1], [-6.7, 0.0, -1.0], [-0.4, 0.0, -0.4], [0.5, -0.5, 0.3], [0.1, 0.0, 0.0], [0.1, 0.0, 0.0], [-0.3, -0.1, -0.2], [-0.2, 0.0, -0.1], [-0.2, 0.1, 0.1], [-0.1, 0.1, 0.2], [0.5, 0.5, 0.2], [0.0, 0.0, -0.2], [-0.2, -0.1, 0.1], [-0.2, -0.1, 0.1], [6.7, 0.0, -1.0], [0.4, 0.0, -0.4], [-0.5, 0.5, 0.2], [0.3, -0.1, -0.2], [-0.1, 0.0, 0.0], [0.1, 0.1, 0.2], [-0.5, -0.5, 0.3], [0.2, 0.0, -0.1], [-0.1, 0.0, 0.0], [0.0, 0.0, -0.2], [0.2, -0.1, 0.1], [0.2, -0.1, 0.1], [0.2, 0.1, 0.1], [0.0, 0.1, -1.1], [0.0, -0.4, -7.7], [0.0, 1.6, -0.5], [0.0, -0.4, 0.2], [1.3, -0.7, -0.3], [-1.3, -0.7, -0.3], [0.0, 1.1, 2.6], [0.0, -1.1, -1.5], [0.0, 0.6, -0.4]]}